1.
Density functional theory data (wB97M-V/def2-TZVPD) for a cluster of 13 separate species, C57H77F12N8O4P in total at a distorted geometry.

```
! RIJCOSX wB97M-V def2-TZVPD def2/J DEFGRID3
* xyz 0 1
C -1.129 1.482 -2.837
C -0.094 1.273 -1.807
C -0.671 0.922 -0.445
N 0.409 0.413 0.610
C -0.340 0.070 1.981
C 0.624 -0.560 3.058
C 1.029 -1.960 2.423
C 1.812 -1.693 1.148
C 1.076 -0.875 0.051
C 1.442 1.551 0.922
H -0.795 2.116 -3.658
H -2.048 1.967 -2.508
H -1.280 0.485 -3.250
H 0.388 2.247 -1.720
H 0.674 0.578 -2.146
H -1.300 0.039 -0.555
H -1.157 1.718 0.119
H -1.176 -0.618 1.851
H -0.831 0.971 2.348
H 0.138 -0.742 4.017
H 1.474 0.062 3.339
H 0.127 -2.561 2.308
H 1.662 -2.638 2.995
H 2.229 -2.624 0.764
H 2.741 -1.170 1.377
H 0.374 -1.494 -0.508
H 1.807 -0.491 -0.660
H 0.946 2.222 1.624
H 1.666 2.049 -0.021
H 2.358 1.155 1.360
P -2.829 4.997 1.295
F -3.847 4.655 0.095
F -3.890 4.258 2.261
F -2.054 3.579 1.153
F -1.811 5.382 2.496
F -1.715 5.640 0.212
F -3.508 6.461 1.467
N -4.722 -0.099 -1.088
C -5.070 -0.820 0.021
C -4.644 -0.074 1.171
C -4.153 1.172 0.690
C -4.210 1.097 -0.674
H -4.671 -0.393 -2.053
H -5.543 -1.791 0.027
H -4.717 -0.355 2.211
H -3.999 1.988 1.380
H -3.961 1.833 -1.424
N 6.786 -1.721 1.186
C 5.711 -2.526 1.366
C 5.663 -3.293 0.191
C 6.756 -2.962 -0.651
C 7.461 -1.990 0.038
H 7.116 -1.006 1.818
H 5.109 -2.525 2.263
H 4.902 -3.989 -0.131
H 7.099 -3.210 -1.644
H 8.292 -1.371 -0.267
N 4.242 3.214 3.301
C 4.933 2.331 2.529
C 4.783 1.060 2.947
C 4.104 1.122 4.154
C 3.732 2.468 4.373
H 4.261 4.216 3.175
H 5.527 2.684 1.699
H 5.254 0.192 2.511
H 3.952 0.242 4.761
H 3.250 2.953 5.209
N -0.973 3.234 4.311
C 0.357 2.977 4.286
C 0.569 1.854 5.090
C -0.690 1.364 5.497
C -1.670 2.274 5.028
H -1.451 4.000 3.858
H 1.014 3.650 3.755
H 1.549 1.517 5.394
H -0.938 0.457 6.028
H -2.748 2.314 4.985
N 4.276 1.752 -2.062
C 3.306 1.139 -2.837
C 3.472 -0.244 -2.832
C 4.559 -0.507 -2.021
C 5.063 0.699 -1.575
H 4.306 2.714 -1.753
H 2.633 1.795 -3.369
H 2.967 -0.969 -3.454
H 4.971 -1.447 -1.685
H 5.847 0.856 -0.849
N 2.239 0.232 -6.289
C 0.947 0.346 -5.799
C 0.242 -0.806 -6.180
C 1.205 -1.635 -6.825
C 2.400 -1.007 -6.808
H 3.022 0.846 -6.118
H 0.715 1.233 -5.228
H -0.819 -0.991 -6.109
H 1.023 -2.552 -7.367
H 3.378 -1.231 -7.208
N 0.261 6.411 -4.701
C -0.914 5.785 -4.215
C -2.010 6.359 -4.803
C -1.473 7.277 -5.816
C -0.081 7.233 -5.726
H 1.197 6.151 -4.423
H -0.825 5.046 -3.432
H -3.005 5.985 -4.610
H -2.055 7.776 -6.577
H 0.615 7.802 -6.324
C -0.554 -4.222 -0.731
C 0.626 -4.131 -1.483
C 0.598 -3.300 -2.627
C -0.554 -2.647 -2.980
C -1.713 -2.666 -2.256
C -1.647 -3.463 -1.104
H -0.478 -4.863 0.135
H 1.505 -4.575 -1.039
H 1.472 -3.159 -3.247
H -0.419 -2.032 -3.857
H -2.635 -2.182 -2.545
H -2.582 -3.608 -0.583
C 2.611 -4.237 5.159
C 3.967 -4.231 5.545
C 4.893 -4.923 4.785
C 4.527 -5.699 3.719
C 3.174 -5.751 3.384
C 2.199 -5.040 4.089
H 1.806 -3.668 5.600
H 4.227 -3.647 6.416
H 5.897 -4.933 5.184
H 5.286 -6.267 3.202
H 2.867 -6.302 2.508
H 1.129 -5.122 3.976
C -4.656 4.225 -3.199
C -5.798 5.001 -3.861
O -6.648 4.148 -4.489
C -7.814 4.533 -5.074
O -8.314 5.651 -4.913
C -8.557 3.319 -5.795
F -9.097 3.691 -6.907
F -7.728 2.361 -6.132
F -9.494 2.823 -5.004
H -3.981 3.712 -3.884
H -4.998 3.610 -2.366
H -4.097 4.967 -2.629
H -5.448 5.709 -4.613
H -6.364 5.523 -3.089
C -2.349 -5.409 2.303
C -3.621 -5.459 3.161
O -3.299 -5.663 4.539
C -3.243 -6.893 5.049
O -3.416 -7.925 4.460
C -2.858 -6.840 6.537
F -3.021 -8.034 7.037
F -1.584 -6.449 6.686
F -3.599 -5.951 7.226
H -1.898 -6.401 2.333
H -1.544 -4.790 2.699
H -2.628 -5.167 1.277
H -4.328 -6.168 2.732
H -4.045 -4.455 3.182
*
```

E_HOMO = -8.2210 eV
E_tot = -122369.79015 eV

=====

2.
Density functional theory data (wB97M-V/def2-TZVPD) for a cluster of 11 separate species, C24H60BO28 in total at a distorted geometry.

```
! RIJCOSX wB97M-V def2-TZVPD def2/J DEFGRID3
* xyz -1 1
O -0.846 3.777 -0.690
C -0.662 2.577 -0.638
O -0.076 1.755 0.252
B -0.037 0.340 -0.194
O -0.835 0.386 -1.432
C -1.305 1.616 -1.756
O -2.114 1.940 -2.617
O -0.509 -0.534 0.839
C 0.438 -1.444 1.277
O 0.332 -2.298 2.191
C 1.644 -1.154 0.396
O 1.384 -0.076 -0.385
O 2.656 -1.857 0.436
C -8.748 7.406 -0.631
C -7.531 6.813 -1.304
O -7.877 6.388 -2.627
O -8.311 8.096 0.524
H -9.395 6.567 -0.376
H -9.342 8.108 -1.216
H -7.048 6.089 -0.649
H -6.750 7.564 -1.422
H -7.310 5.688 -2.958
H -8.173 7.435 1.207
C -0.614 -7.275 -3.408
C 0.012 -8.098 -2.218
O 0.499 -9.317 -2.821
O -1.764 -7.887 -3.986
H 0.134 -6.990 -4.148
H -0.846 -6.247 -3.126
H -0.738 -8.201 -1.435
H 0.718 -7.415 -1.745
H 1.373 -9.120 -3.167
H -2.087 -7.323 -4.692
C 2.988 -8.206 7.559
C 3.466 -8.295 6.048
O 2.404 -8.645 5.218
O 2.191 -7.026 7.787
H 3.835 -8.284 8.240
H 2.327 -9.066 7.667
H 4.186 -9.111 5.977
H 3.997 -7.374 5.807
H 1.909 -7.832 5.094
H 1.367 -7.162 7.313
C -5.102 -1.764 -8.480
C -4.054 -2.845 -8.132
O -4.462 -4.151 -8.543
O -5.024 -1.165 -9.813
H -5.076 -0.960 -7.745
H -6.117 -2.078 -8.239
H -3.895 -2.861 -7.054
H -3.112 -2.601 -8.624
H -4.368 -4.172 -9.498
H -5.806 -0.609 -9.810
C 4.773 5.429 -3.813
C 4.098 6.341 -4.921
O 4.704 6.022 -6.142
O 5.983 6.030 -3.330
H 4.940 4.416 -4.180
H 4.227 5.336 -2.874
H 4.108 7.386 -4.611
H 3.021 6.177 -4.909
H 4.134 5.395 -6.593
H 6.723 5.849 -3.915
C 8.425 -2.223 6.424
C 8.588 -1.948 4.917
O 9.902 -1.531 4.527
O 8.504 -1.012 7.168
H 9.149 -2.945 6.800
H 7.429 -2.650 6.541
H 7.817 -1.298 4.504
H 8.394 -2.863 4.357
H 9.934 -0.612 4.804
H 7.686 -0.528 7.035
C 0.402 12.919 -3.697
C 0.403 12.942 -2.159
O 1.029 11.718 -1.765
O 1.209 13.966 -4.257
H -0.582 13.176 -4.089
H 0.823 12.014 -4.134
H -0.667 12.949 -1.955
H 0.966 13.748 -1.689
H 0.330 11.078 -1.613
H 1.052 14.808 -3.824
C 7.185 -8.143 -3.062
C 8.590 -8.395 -2.542
O 9.484 -8.433 -3.655
O 6.847 -9.225 -3.921
H 7.143 -7.221 -3.642
H 6.455 -8.163 -2.253
H 8.655 -9.348 -2.018
H 8.941 -7.600 -1.884
H 10.358 -8.641 -3.317
H 7.544 -9.358 -4.567
C -6.103 4.257 4.969
C -4.572 4.499 5.128
O -4.358 4.622 6.517
O -6.877 5.411 5.398
H -6.479 3.465 5.616
H -6.299 4.096 3.909
H -4.338 5.363 4.506
H -3.977 3.679 4.726
H -4.830 5.406 6.807
H -7.001 5.289 6.342
C -6.067 -2.525 4.904
C -5.637 -2.053 6.320
O -5.835 -3.197 7.115
O -7.475 -2.494 4.785
H -5.844 -3.566 4.671
H -5.600 -1.863 4.174
H -6.162 -1.212 6.773
H -4.586 -1.764 6.342
H -6.788 -3.309 7.077
H -7.803 -2.767 3.925
*
```

E_HOMO = -7.2352 eV
E_tot = -83866.23649 eV
Energy above the lowest of the compared OMol25 structures with the same formula, charge and spin = 4.7271 eV

=====

3.
Density functional theory data (wB97M-V/def2-TZVPD) for a cluster of 3 separate species, C2H7OS2 in total at a distorted geometry.

```
! RIJCOSX wB97M-V def2-TZVPD def2/J DEFGRID3
* xyz -1 1
C 1.748 1.704 1.416
O 2.666 2.485 1.411
H 0.804 1.616 0.839
H 4.309 -2.607 -3.609
H 1.838 0.774 1.988
C -3.195 -0.344 -0.115
S -1.457 -0.213 0.538
S -1.244 0.152 2.550
H -3.919 0.204 0.483
H -3.403 -1.357 -0.487
H -3.084 0.258 -1.028
H 4.936 -2.672 -3.985
*
```

E_HOMO = -2.3027 eV
E_tot = -25904.76933 eV
Energy above the lowest of the compared OMol25 structures with the same formula, charge and spin = 2.1253 eV

=====

4.
Density functional theory data (wB97M-V/def2-TZVPD) for a structure of composition ClN2O6Zr at a distorted geometry.

```
! RIJCOSX wB97M-V def2-TZVPD def2/J DEFGRID3
* xyz 1 1
Zr -6.852 13.752 16.491
Cl -2.533 13.174 15.391
N -4.520 19.927 16.107
O -5.284 20.763 15.574
O -4.772 18.740 16.114
O -3.371 20.205 16.337
N -7.813 8.842 14.142
O -7.118 9.510 14.669
O -8.711 9.434 13.609
O -7.836 7.593 14.073
*
```

E_HOMO = -11.5977 eV
E_tot = -29034.16717 eV
Energy above the lowest of the compared OMol25 structures with the same formula, charge and spin = 14.7991 eV